[1]
C28H36CsF6N2O4P2SSb | the ωB97M-V functional and the def2-TZVPD basis

Geometry as XYZ:
```
81
Properties=species:S:1:pos:R:3
Cs 1.08 -0.60 1.14
C -1.27 3.07 4.55
O -1.15 4.16 3.64
C -0.78 3.95 2.35
C -0.05 4.95 1.77
C 0.34 4.90 0.41
C -0.02 3.83 -0.37
C -0.80 2.79 0.15
C -1.32 1.72 -0.65
N -1.00 1.38 -1.86
N 0.13 1.72 -2.44
C 1.27 1.22 -1.98
O 1.36 0.29 -1.13
C 2.50 1.78 -2.61
C 3.72 1.12 -2.43
C 4.88 1.64 -2.97
C 4.85 2.84 -3.67
C 3.65 3.51 -3.84
C 2.48 2.98 -3.32
C -1.24 2.81 1.55
O -1.96 1.90 2.02
H -1.52 3.51 5.51
H -0.32 2.53 4.63
H -2.04 2.37 4.24
H 0.23 5.79 2.39
H 0.93 5.70 0.00
H 0.28 3.79 -1.41
H -2.17 1.21 -0.23
H 3.73 0.20 -1.86
H 5.82 1.11 -2.83
H 5.77 3.25 -4.07
H 3.63 4.45 -4.37
H 1.53 3.48 -3.46
C -0.46 -3.95 3.26
P -1.29 -2.56 2.38
C -1.93 -1.62 3.83
C -2.87 -3.44 1.89
C -3.96 -2.41 1.54
P -3.23 -0.92 0.69
C -4.58 0.29 1.06
C -3.74 -1.31 -1.05
H -0.23 -4.73 2.53
H -1.07 -4.37 4.06
H 0.48 -3.58 3.67
H -2.76 -2.14 4.32
H -2.27 -0.63 3.49
H -1.11 -1.48 4.53
H -3.20 -4.10 2.70
H -2.63 -4.06 1.03
H -4.43 -2.05 2.46
H -4.75 -2.85 0.92
H -5.57 -0.17 0.96
H -4.50 1.13 0.38
H -4.44 0.67 2.07
H -4.82 -1.25 -1.16
H -3.40 -2.31 -1.31
H -3.26 -0.60 -1.74
F 1.17 -0.92 3.61
Sb 3.06 -0.81 3.95
F 2.69 -0.32 5.74
F 3.00 1.01 3.42
F 4.92 -0.69 4.26
F 3.33 -1.34 2.13
F 3.07 -2.63 4.48
C -1.01 -3.25 -2.26
S -0.15 -1.78 -1.56
O 0.66 -2.40 -0.50
C 0.89 -1.68 -3.03
C 2.13 -2.30 -3.03
C 2.94 -2.21 -4.14
C 2.53 -1.48 -5.25
C 1.28 -0.86 -5.25
C 0.45 -0.97 -4.14
H -0.26 -4.00 -2.48
H -1.56 -2.96 -3.16
H -1.69 -3.62 -1.49
H 2.44 -2.84 -2.14
H 3.92 -2.68 -4.14
H 3.18 -1.37 -6.11
H 0.97 -0.27 -6.10
H -0.52 -0.48 -4.12
```

Computed properties:
multiplicity: 2
expectation value of S²: 0.8365
energy above the lowest of the compared OMol25 structures with the same formula, charge and spin: 51.1 kcal/mol
net charge: -1
Kohn-Sham gap (alpha / beta): 7.1 / 5.3 eV

***

[2]
C28H36CsGeN2O8 | the ωB97M-V functional and the def2-TZVPD basis

Geometry as XYZ:
```
76
Properties=species:S:1:pos:R:3
Cs 1.64 -0.59 0.23
C 4.38 0.25 -2.30
C 3.35 1.06 -2.76
C 2.24 0.49 -3.36
C 2.16 -0.89 -3.51
C 3.20 -1.70 -3.07
C 4.31 -1.13 -2.45
H 5.23 0.69 -1.79
H 3.39 2.13 -2.60
H 1.41 1.12 -3.67
H 1.27 -1.34 -3.94
H 3.13 -2.77 -3.16
H 5.10 -1.76 -2.06
O 5.63 -2.11 5.27
C 4.84 -1.81 4.43
C 5.04 -1.95 2.90
O 5.86 -2.62 2.34
C 3.94 -1.13 2.23
C 3.04 -0.81 3.26
O 1.84 -0.14 3.12
C 3.47 -1.15 4.59
O 2.89 -0.97 5.64
O 3.91 -0.90 1.00
C -0.34 0.18 4.01
C 0.72 -0.80 3.63
O 0.68 -1.99 3.70
H -1.31 -0.30 3.95
H -0.30 1.08 3.40
H -0.13 0.46 5.05
O -5.14 -5.59 1.44
C -4.89 -4.73 0.35
N -3.50 -4.47 0.13
C -2.74 -5.45 -0.43
O -3.20 -6.54 -0.72
C -1.28 -5.15 -0.64
C -0.38 -6.20 -0.71
C 0.96 -5.92 -0.91
C 1.34 -4.59 -1.05
N 0.48 -3.57 -1.01
C -0.80 -3.86 -0.81
H -4.82 -6.46 1.18
H -5.39 -3.79 0.56
H -5.30 -5.15 -0.57
H -3.04 -3.74 0.66
H -0.75 -7.21 -0.60
H 1.70 -6.71 -0.96
H 2.38 -4.34 -1.20
H -1.49 -3.01 -0.80
C -4.67 4.50 0.40
C -3.60 3.44 0.61
C -2.25 4.03 1.00
C -1.14 2.99 1.17
Ge -0.39 1.99 -0.45
C 0.84 3.43 -1.23
C 0.52 4.93 -1.42
C -0.24 5.28 -2.70
C -1.75 5.01 -2.66
H -5.64 4.07 0.12
H -4.38 5.19 -0.40
H -4.83 5.10 1.30
H -3.48 2.84 -0.30
H -3.92 2.75 1.40
H -2.40 4.61 1.93
H -1.97 4.77 0.24
H -1.52 2.22 1.87
H -0.27 3.43 1.67
H -1.66 2.15 -1.39
H 1.19 3.03 -2.19
H 1.71 3.36 -0.57
H 1.46 5.49 -1.44
H -0.03 5.32 -0.56
H 0.21 4.74 -3.54
H -0.09 6.34 -2.92
H -1.96 3.96 -2.42
H -2.23 5.26 -3.61
H -2.22 5.61 -1.88
```

Computed properties:
multiplicity: 1
energy above the lowest of the compared OMol25 structures with the same formula, charge and spin: 50.9 kcal/mol
net charge: -1
Kohn-Sham gap: 5.2 eV

***

[3]
C28H36Ge2N3OTi | the ωB97M-V functional and the def2-TZVPD basis

Geometry as XYZ:
```
71
Properties=species:S:1:pos:R:3
Ti 0.09 0.40 0.00
O 1.07 2.41 0.12
C 1.79 1.53 0.71
N 2.34 0.48 0.12
C 2.71 0.59 -1.31
C 1.63 0.71 -2.37
C 1.95 1.04 -3.68
C 0.94 1.10 -4.62
C -0.38 0.84 -4.25
C -0.63 0.52 -2.94
N 0.36 0.45 -2.02
C 1.40 1.27 2.16
C 1.96 1.72 3.33
C 1.35 1.34 4.52
C 0.21 0.55 4.49
C -0.29 0.14 3.27
N 0.30 0.50 2.13
H 3.27 -0.32 -1.55
H 3.40 1.43 -1.44
H 2.97 1.24 -3.94
H 1.17 1.35 -5.64
H -1.19 0.88 -4.96
H -1.64 0.32 -2.58
H 2.85 2.34 3.32
H 1.75 1.67 5.46
H -0.29 0.25 5.40
H -1.18 -0.47 3.18
C -3.01 -3.12 2.03
C -1.62 -2.79 1.48
Ge -1.63 -1.50 -0.01
C -1.63 -2.60 -1.65
C -2.99 -3.23 -1.95
C -3.32 -0.53 0.02
C -3.51 0.80 0.02
Ge -1.96 2.00 0.20
C -1.65 3.35 -1.19
C -2.79 4.27 -1.65
C -1.83 2.85 1.97
C -2.54 4.18 2.21
C -4.90 1.39 -0.05
C -5.09 2.75 0.12
C -6.35 3.34 0.06
C -7.46 2.55 -0.17
C -7.30 1.18 -0.35
C -6.04 0.61 -0.29
H -2.96 -3.85 2.83
H -3.67 -3.52 1.26
H -3.50 -2.22 2.43
H -1.13 -3.69 1.10
H -0.98 -2.44 2.29
H -0.87 -3.37 -1.50
H -1.30 -2.01 -2.50
H -3.35 -3.85 -1.13
H -2.95 -3.87 -2.84
H -3.75 -2.47 -2.14
H -4.22 -1.15 0.01
H -1.23 2.85 -2.06
H -0.83 3.94 -0.77
H -3.60 3.71 -2.10
H -2.42 4.98 -2.39
H -3.21 4.86 -0.83
H -0.75 3.01 2.11
H -2.14 2.12 2.72
H -2.31 4.92 1.44
H -2.23 4.62 3.16
H -3.62 4.08 2.25
H -4.24 3.40 0.29
H -6.45 4.41 0.19
H -8.45 3.00 -0.22
H -8.16 0.56 -0.54
H -5.96 -0.45 -0.45
```

Computed properties:
multiplicity: 1
net charge: +1
Kohn-Sham gap: 6.9 eV